{"formula": "C6H9ClO", "method": "ωB97M-V with the def2-TZVPD basis set", "gap_ev": 9.136, "species": ["C", "C", "C", "C", "C", "C", "H", "H", "H", "H", "H", "H", "H", "H", "H", "O", "Cl"], "xyz": [[-2.058, 0.632, -0.456], [-0.602, 0.386, -0.516], [0.082, -0.261, 0.357], [1.566, -0.185, 0.120], [-0.130, -0.752, 1.719], [-1.362, -1.288, 2.073], [-2.480, 0.426, -1.704], [-2.484, 1.906, 0.181], [-2.542, -0.226, 0.424], [1.966, 0.908, 0.409], [1.828, -0.160, -0.953], [1.958, -1.998, 0.870], [0.544, -0.413, 2.421], [-1.345, -1.778, 3.083], [-1.977, -1.557, 1.131], [2.294, -1.050, 0.852], [0.071, 1.182, -1.910]], "forces_ev_per_a": [[-4.01, -0.35, 1.12], [-3.49, 1.72, -1.32], [4.29, -0.27, 1.35], [0.76, 3.38, -1.25], [-6.06, -0.41, -1.01], [3.24, -0.99, -1.27], [0.71, 0.95, 4.29], [1.50, -3.81, -2.46], [1.07, 3.13, -3.43], [-0.97, -2.06, -0.18], [-0.19, -0.66, 0.32], [0.39, 1.94, -0.40], [1.62, 0.15, 1.42], [-1.06, 0.65, -1.09], [0.57, -0.11, 2.51], [1.30, -3.32, 1.54], [0.33, 0.05, -0.15]], "lowdin_charge": [-0.181, -0.773, -0.300, -0.346, -0.107, 0.030, 0.138, 0.191, 0.091, 0.174, 0.075, 0.143, 0.088, 0.073, 0.073, -0.069, 0.701]}

=====

{"formula": "C6H9ClO", "method": "ωB97M-V with the def2-TZVPD basis set", "smiles": "CO/C=C(C)\\C=C/Cl", "gap_ev": 8.706, "species": ["C", "O", "C", "C", "C", "C", "C", "Cl", "H", "H", "H", "H", "H", "H", "H", "H", "H"], "xyz": [[-2.355, 1.566, 0.945], [-0.954, 1.233, 0.793], [-0.686, 0.452, -0.197], [0.453, -0.254, -0.280], [0.380, -1.049, -1.524], [1.394, -0.312, 0.743], [2.612, -0.727, 0.796], [3.407, -1.413, -0.634], [-2.602, 1.921, -0.148], [-2.507, 2.376, 1.568], [-2.828, 0.614, 1.114], [-1.316, 0.620, -1.129], [0.174, -2.251, -1.366], [1.386, -1.275, -2.222], [-0.513, -0.673, -2.054], [0.919, -0.067, 1.702], [3.036, -0.762, 1.894]], "forces_ev_per_a": [[1.26, -1.17, -5.10], [-0.83, 2.13, 3.17], [0.47, 0.19, -2.29], [-2.05, -0.27, -2.58], [2.07, -4.70, -2.62], [-2.08, 0.54, 2.05], [2.68, -1.28, 2.03], [0.30, 0.45, 1.26], [-0.35, -0.53, 2.01], [-0.11, 1.14, 1.70], [-0.86, 0.14, 0.58], [0.44, -0.53, 1.37], [0.15, 2.83, 0.22], [-2.76, 1.61, 1.67], [0.99, -0.61, -0.50], [0.60, 0.31, -0.13], [0.08, -0.25, -2.85]], "lowdin_charge": [-0.014, -0.114, -0.203, -0.313, -0.136, -0.218, -0.511, 0.587, 0.122, 0.061, 0.091, 0.141, 0.123, 0.085, 0.050, 0.128, 0.120]}

=====

{"formula": "C6H9ClO2S", "method": "ωB97M-V with the def2-TZVPD basis set", "gap_ev": [7.598, 8.092], "species": ["C", "C", "C", "C", "C", "C", "O", "O", "S", "Cl", "H", "H", "H", "H", "H", "H", "H", "H", "H"], "xyz": [[-1.646, 0.927, 1.208], [-0.712, 1.016, 2.182], [-1.474, 0.070, -0.054], [0.522, 0.297, 2.142], [-0.200, -0.679, 0.037], [0.961, -0.766, -2.737], [2.358, -0.832, -0.454], [1.136, 1.279, -0.758], [1.160, -0.168, -0.929], [0.944, -0.952, 3.098], [-2.491, 1.452, 1.264], [-0.867, 1.535, 3.059], [-2.375, -0.525, -0.174], [-1.365, 0.678, -0.928], [1.458, 0.562, 1.545], [-0.406, -1.635, 0.601], [0.309, -1.568, -2.811], [0.756, 0.255, -3.181], [1.932, -0.944, -3.109]], "forces_ev_per_a": [[3.80, -1.70, -0.08], [-0.95, -1.16, -2.32], [0.50, 0.74, 0.95], [1.94, -0.22, -5.62], [-0.43, -0.91, 2.96], [0.75, 4.84, 1.64], [-0.32, -0.10, -0.16], [-0.23, -0.57, -1.40], [0.66, -1.08, 0.81], [0.13, -1.80, 2.21], [-3.35, 2.21, 0.41], [-0.74, 1.33, 1.78], [0.01, -0.33, -0.07], [-0.49, 0.99, -0.49], [-1.64, 0.63, 1.01], [1.38, 0.50, -1.39], [-1.45, -1.11, -0.25], [-0.84, -1.50, -0.06], [1.25, -0.74, 0.05]], "lowdin_charge": [-0.027, -0.146, -0.227, -0.622, -0.251, -0.081, -0.357, -0.336, 0.608, 0.753, 0.059, 0.084, 0.111, 0.098, 0.078, 0.116, 0.029, 0.077, 0.033]}

=====

{"formula": "C6H9ClS", "method": "ωB97M-V with the def2-TZVPD basis set", "smiles": "CC(=S)/C(C)=C(\\C)Cl", "gap_ev": 8.174, "species": ["C", "C", "S", "C", "C", "C", "C", "Cl", "H", "H", "H", "H", "H", "H", "H", "H", "H"], "xyz": [[-1.500, 0.748, 1.494], [-1.077, -0.016, 0.221], [-2.327, -0.649, -0.645], [0.360, -0.321, 0.092], [0.917, -1.119, 1.239], [0.999, -0.006, -1.061], [0.442, 0.574, -2.326], [2.676, -0.278, -1.179], [-2.432, 0.408, 1.882], [-1.584, 1.815, 1.354], [-0.750, 0.548, 2.267], [1.341, -0.381, 1.948], [1.754, -1.765, 0.960], [0.129, -1.707, 1.719], [0.936, 1.553, -2.485], [0.768, -0.066, -3.151], [-0.654, 0.662, -2.330]], "forces_ev_per_a": [[1.49, -0.61, -0.10], [-2.15, -0.21, 0.98], [1.08, 0.29, -0.07], [-0.15, -0.21, -1.96], [0.76, 1.01, 0.46], [-1.29, -0.28, 0.99], [0.18, 0.59, 0.08], [1.04, -0.28, 0.03], [-0.76, -0.35, -0.05], [0.22, 0.38, -0.30], [-0.03, 0.35, 0.00], [-0.23, -0.59, 0.11], [-0.31, 0.08, -0.21], [0.19, 0.14, -0.02], [-0.44, -0.35, -0.05], [-0.19, 0.03, 0.04], [0.59, 0.02, 0.06]], "lowdin_charge": [-0.120, -0.731, 0.735, -0.373, -0.069, -0.698, -0.127, 0.724, 0.051, 0.080, 0.068, 0.095, 0.066, 0.092, 0.086, 0.078, 0.042]}

=====

{"formula": "C6H9F2N", "method": "ωB97M-V with the def2-TZVPD basis set", "gap_ev": [9.408, 6.544], "species": ["C", "C", "C", "C", "C", "C", "N", "F", "F", "H", "H", "H", "H", "H", "H", "H", "H", "H"], "xyz": [[1.917, 0.453, -0.002], [2.867, 1.086, 0.673], [-1.262, -1.130, 0.342], [-1.892, -0.104, -0.562], [0.185, -1.174, 0.032], [-1.616, 1.242, -0.196], [0.646, 0.132, 0.510], [-1.495, 2.045, -1.229], [2.291, 0.177, -1.339], [3.758, 1.281, 0.169], [2.675, 1.274, 1.696], [-1.514, -1.089, 1.394], [-1.655, -2.198, 0.156], [-1.508, -0.303, -1.635], [-3.086, -0.337, -0.606], [0.654, -1.785, 0.808], [0.507, -1.279, -0.940], [-1.474, 1.709, 0.728]], "forces_ev_per_a": [[-1.52, 0.29, -0.46], [-1.08, -0.47, 0.22], [-1.55, -3.60, -1.12], [-3.05, -2.38, -1.41], [0.15, 2.28, 4.09], [1.23, -0.28, -0.78], [2.74, 0.44, -1.19], [-0.02, 1.24, -0.77], [-1.12, -0.31, 1.10], [1.41, 0.41, -0.33], [0.12, 0.45, 0.75], [0.42, 0.89, 0.35], [0.12, 1.51, -0.38], [-0.71, 0.49, 1.56], [2.38, 0.64, 0.00], [0.29, -0.83, -0.64], [0.25, -1.17, -2.26], [-0.08, 0.37, 1.26]], "lowdin_charge": [-0.377, 0.097, -0.242, -0.222, -0.245, -0.141, 0.087, 0.050, -0.019, 0.051, 0.058, 0.112, 0.137, 0.155, 0.166, 0.139, 0.089, 0.106]}

=====

{"formula": "C6H9FN2O5P2S", "method": "ωB97M-V with the def2-TZVPD basis set", "smiles": "C#CN(PP(=O)(O)O)S(=O)(=O)F.c1cc[nH]c1", "gap_ev": 8.252, "species": ["C", "C", "N", "P", "P", "O", "O", "O", "S", "O", "O", "F", "H", "H", "H", "H", "C", "C", "C", "N", "C", "H", "H", "H", "H", "H"], "xyz": [[-0.519, 1.026, 2.116], [-0.335, 2.081, 1.583], [-0.117, 3.298, 0.980], [0.556, 3.054, -0.669], [-0.701, 1.487, -1.586], [-0.712, 1.683, -3.030], [-0.105, 0.069, -1.166], [-2.130, 1.496, -0.902], [-1.526, 4.278, 1.072], [-2.641, 3.508, 1.454], [-1.187, 5.462, 1.752], [-1.686, 4.628, -0.436], [-0.710, 0.055, 2.502], [1.666, 2.277, -0.293], [0.153, 0.059, -0.232], [-2.666, 2.237, -1.212], [2.194, -4.106, 0.416], [1.041, -4.825, -0.003], [0.231, -3.944, -0.668], [0.845, -2.723, -0.667], [2.044, -2.814, -0.011], [3.036, -4.495, 0.963], [0.833, -5.868, 0.164], [-0.726, -4.081, -1.140], [0.475, -1.884, -1.081], [2.688, -1.957, 0.093]], "forces_ev_per_a": [[0.08, -0.16, -0.20], [0.16, 0.43, 0.36], [-0.93, -1.08, -0.63], [0.28, 1.21, -0.39], [0.13, -0.49, -0.42], [0.18, 0.21, -0.19], [0.00, 0.09, 0.32], [0.11, 0.15, 0.37], [0.65, -0.02, 1.00], [-0.25, -0.29, -0.21], [0.18, 0.39, -0.18], [-0.06, 0.06, -0.27], [0.01, -0.04, 0.19], [-0.16, -0.25, 0.23], [-0.14, -0.04, 0.16], [-0.23, -0.04, -0.05], [0.00, -0.01, 0.01], [0.01, 0.00, 0.01], [-0.01, 0.02, 0.02], [0.02, 0.03, 0.04], [-0.03, 0.04, 0.01], [0.01, 0.00, 0.00], [0.00, -0.01, 0.00], [0.00, -0.01, 0.00], [0.02, -0.17, -0.16], [0.02, -0.01, -0.01]], "lowdin_charge": [0.142, -0.344, -0.402, 0.902, 0.235, -0.291, -0.174, -0.136, 0.558, -0.212, -0.210, -0.173, 0.052, -0.056, 0.047, 0.087, -0.114, -0.113, -0.137, 0.004, -0.148, 0.089, 0.089, 0.107, 0.096, 0.102]}

=====

no.,E (eV)
1,-20932.22265
2,-20934.28069
3,-33815.46256
4,-29724.58858
5,-13288.16312
6,-51714.90887